Entry 1:
The following is a quantum chemistry calculation of 6 unconnected molecules or ions with the total composition C34H74N4O5 at a distorted geometry, from the Open Molecules 2025 dataset.

2S+1: 1
E_HOMO, hartree: -0.30980
Orbital gap, eV: 1.82
Relative energy (zero: lowest compared OMol25 entry of this formula, charge and spin), kJ/mol: 334.22
Maximum force, eV/Å: 7.12
Total charge: +2

Geometry (Å):
O: 2.4169 -0.9670 -1.4475
O: 2.2721 -2.9027 -0.3461
O: 4.0406 -2.4711 -1.4409
O: -0.9560 0.6930 0.2727
O: -0.0435 5.2059 2.1562
N: 3.5926 3.7633 -5.5274
N: 0.2186 4.4412 3.2274
N: -3.8907 -1.8474 -3.7024
N: -0.8639 -5.3170 4.5305
C: 2.7497 -6.0065 6.1380
C: -1.9894 -7.4935 4.7321
C: 0.6310 2.8510 5.6324
C: 2.9267 -2.1530 -1.0392
C: 1.6359 4.1093 3.6030
C: 1.1746 4.5432 -4.7582
C: -1.8431 -6.1695 5.4290
C: -6.1274 -1.0385 -3.0728
C: -0.7576 3.1589 5.1740
C: 3.7183 4.9382 -6.5528
C: 2.4004 3.7228 2.3380
C: -1.3775 -5.7791 3.1361
C: -2.2088 4.0175 3.4102
C: -0.9694 4.4071 4.2127
C: -3.5365 -2.7246 -2.4456
C: -1.0270 5.6923 4.9509
C: 1.2376 -5.6139 6.1059
C: -5.0151 -2.6033 -4.5903
C: 4.2129 4.2298 -4.1366
C: -1.9827 -2.7060 -5.1857
C: -0.6663 -2.2169 -5.8074
C: 5.4630 3.3101 -3.9344
C: 0.6370 -5.8007 4.7024
C: 2.0639 3.4254 -5.2675
C: 1.4621 2.7517 4.3893
C: -6.3517 -2.3817 -3.7951
C: -4.7011 -0.6032 -3.2235
C: -0.1688 4.0478 -4.2003
C: -2.5443 -1.5014 -4.4233
C: 2.2158 5.3049 4.3991
C: 5.7426 2.7763 -5.2876
C: -0.8774 -3.7836 4.6016
C: 4.3698 2.5300 -5.9646
C: -1.6909 -7.2695 3.2553
H: 1.3113 -4.5357 6.2483
H: -2.7613 -5.5846 5.4850
H: 0.0284 3.1883 -3.5596
H: -1.2095 2.2824 4.7097
H: -2.2879 -5.2201 2.9194
H: -2.4356 -7.6316 2.5466
H: -1.4372 -6.3016 6.4319
H: -4.2170 -0.0503 -2.4186
H: -0.0303 -2.9212 -6.3436
H: -1.6970 -3.5278 -4.5290
H: -0.5786 -5.6120 2.4137
H: 5.2581 2.4777 -3.2613
H: -3.2302 -3.7259 -2.7486
H: 0.5865 1.8803 6.1262
H: 1.0677 5.2940 -5.5411
H: -0.1703 5.8684 5.6013
H: -5.1475 -2.1121 -5.5543
H: -0.0874 -1.8474 -4.9609
H: -0.0766 -3.4373 3.9482
H: -1.4020 -8.3406 5.0862
H: -1.8626 -1.0192 -3.7227
H: -0.9259 -8.0187 3.0514
H: 1.0525 2.0005 3.7140
H: 2.1192 2.6854 -4.4690
H: 6.2609 3.7602 -3.3437
H: 0.7170 -6.1241 6.9162
H: -0.7042 0.2908 1.1267
H: 2.4822 2.4499 4.6269
H: 3.2177 -5.4890 6.9754
H: -7.2023 -2.4758 -4.4701
H: 3.0804 5.7973 -6.3456
H: -2.7405 -0.7807 -5.2171
H: -0.6712 4.6776 -3.4661
H: 3.3678 3.2435 2.4879
H: -2.4992 4.7457 2.6528
H: 1.6593 5.0722 -3.9376
H: -1.8749 -3.3614 4.4799
H: 1.9190 6.2316 3.9079
H: -1.0128 6.5705 4.3055
H: -3.0588 -7.6569 4.8658
H: -0.8750 -1.3852 -6.4802
H: -2.2465 3.0832 2.8501
H: 3.5527 4.4112 -7.4925
H: 1.8245 3.1123 1.6425
H: 3.4735 4.1863 -3.3369
H: 1.8311 2.8943 -6.1905
H: 2.8962 4.4898 1.7430
H: 3.8347 1.6327 -5.6540
H: 3.2996 5.3022 4.5155
H: 0.9754 3.5782 6.3677
H: -0.9149 3.7817 -4.9491
H: -3.0586 4.0517 4.0920
H: 1.8582 5.3893 5.4253
H: 4.4057 2.4846 -7.0531
H: 4.5048 5.2688 -4.2895
H: 3.0496 -7.0544 6.1429
H: 6.3502 3.4895 -5.8446
H: -0.6387 -3.4991 5.6263
H: 4.7679 5.2316 -6.5320
H: -4.8107 -3.6696 -4.6867
H: -1.3568 3.3577 6.0625
H: -2.8155 -2.2112 -1.8094
H: -6.5335 -3.0875 -2.9846
H: 1.2391 -5.2828 3.9559
H: -4.3682 -2.9369 -1.7739
H: -2.6972 -3.1856 -5.8546
H: 1.5463 -0.9215 -1.0454
H: 3.2839 -5.5137 5.3257
H: -4.6326 0.1523 -4.0062
H: -6.8266 -0.3212 -3.5025
H: 0.5980 -6.8719 4.5045
H: -1.9305 5.8245 5.5461
H: -6.4056 -1.0146 -2.0191
H: 6.4189 1.9215 -5.2815



Entry 2:
The following is a quantum chemistry calculation of a molecular structure, C16H44AlF2N7O14S2 at a distorted geometry, from the Open Molecules 2025 dataset.

2S+1: 1
E_HOMO, hartree: -0.33945
Orbital gap, eV: 2.80
Relative energy (zero: lowest compared OMol25 entry of this formula, charge and spin), kJ/mol: 65.63
Maximum force, eV/Å: 3.27

Geometry (Å):
S: 1.2247 21.7423 -12.0427
S: 2.6633 20.2907 -10.6314
Al: 4.3946 20.7921 -14.2163
F: 4.2634 20.0740 -10.5137
F: 1.1573 22.0085 -13.6451
O: 8.3983 22.5449 -9.1246
O: 1.3128 23.0965 -11.5720
O: 5.6910 17.5988 -10.8469
O: 2.4195 21.2222 -9.5585
O: 0.0776 20.9222 -11.7857
O: 9.1298 18.7794 -13.8859
O: 5.6750 18.7840 -12.6164
O: 2.1367 18.9640 -10.5131
O: 8.1974 13.2301 -9.5018
O: 3.4756 18.0131 -14.5176
O: 7.5892 20.0696 -14.6147
O: 7.5025 18.5867 -11.5359
O: 11.0347 18.4525 -11.3008
O: 8.5701 18.7236 -15.9591
N: 2.6722 20.8981 -12.1128
N: 5.4858 19.1472 -16.5071
N: 6.2946 18.3007 -11.6530
N: 12.2333 20.5562 -12.8938
N: 7.4179 16.6488 -8.4386
N: 8.4346 19.1810 -14.8222
N: 8.1922 19.7582 -8.9437
C: 13.8489 18.9503 -13.8273
C: 6.3267 19.9579 -7.4416
C: 9.0446 23.7214 -8.7063
C: 4.4336 17.2348 -15.2248
C: 7.9651 12.4318 -10.6462
C: 7.0631 20.6302 -8.6133
C: 10.6365 17.4217 -10.4259
C: 2.7979 17.3235 -13.4970
C: 12.3360 18.3141 -11.8258
C: 12.4926 19.1314 -13.1029
C: 4.6676 17.9307 -16.5610
C: 8.4746 14.8650 -7.1643
C: 8.1782 15.3907 -8.5416
C: 5.3545 16.9197 -17.4781
C: 7.3735 14.3784 -9.3821
C: 7.5598 21.9873 -8.1481
H: 6.4736 18.9180 -16.4067
H: 6.9086 14.7735 -10.2891
H: 7.9178 13.0340 -11.5562
H: 9.4904 24.1951 -9.5780
H: 12.4562 21.0235 -13.7692
H: 6.5346 16.4826 -7.9520
H: 13.0470 18.6112 -11.0411
H: 9.9038 23.4640 -8.0715
H: 4.0516 16.2197 -15.3643
H: 1.8512 16.8824 -13.8109
H: 12.9276 20.9396 -12.2563
H: 5.6198 20.7125 -7.0717
H: 14.6807 19.5564 -13.4726
H: 12.5616 17.2560 -12.0050
H: 5.7602 19.0648 -7.7025
H: 13.7050 19.2194 -14.8746
H: 11.7294 18.7002 -13.7566
H: 6.4385 20.7265 -9.5029
H: 7.5696 14.9317 -6.5535
H: 8.8656 19.8002 -8.1739
H: 9.3518 15.2445 -6.6357
H: 6.9042 19.6553 -6.5662
H: 8.4129 24.4177 -8.1520
H: 8.1967 21.8647 -7.2533
H: 9.0811 15.6915 -9.0750
H: 7.0445 11.8507 -10.5351
H: 10.4542 16.5110 -11.0063
H: 7.0543 16.9221 -9.3506
H: 7.9092 18.7729 -8.9235
H: 2.6821 18.0069 -12.6473
H: 5.5212 19.5662 -17.4355
H: 8.7873 11.7239 -10.7277
H: 5.3329 17.1075 -14.6080
H: 3.7107 18.2194 -16.9975
H: 6.7079 22.6375 -7.9146
H: 14.0725 17.8808 -13.7605
H: 6.2925 16.6332 -16.9879
H: 6.5263 14.0512 -8.7566
H: 4.8547 15.9417 -17.5034
H: 9.7717 17.7890 -9.8879
H: 11.4619 17.1623 -9.7517
H: 3.4193 16.5798 -12.9741
H: 8.7389 13.8042 -7.0925
H: 5.4843 17.1480 -18.5342



Entry 3:
The following is a quantum chemistry calculation of a molecular structure, C19H27Br9O8 at a distorted geometry, from the Open Molecules 2025 dataset.

2S+1: 1
E_HOMO, hartree: -0.36192
Orbital gap, eV: 8.84
Relative energy (zero: lowest compared OMol25 entry of this formula, charge and spin), kJ/mol: 0.00
Maximum force, eV/Å: 2.02

Geometry (Å):
Br: 1.0457 2.5981 -1.6262
Br: 0.8325 -3.9940 2.8923
Br: -0.1168 -5.2083 0.1763
Br: 3.7050 -1.4078 0.4791
Br: 1.5016 5.6454 -2.6108
Br: 3.0254 -5.3077 0.9438
Br: 3.7256 3.4562 -3.3040
Br: 5.3097 1.0487 -1.0218
Br: 6.8190 -1.0495 0.9137
O: 2.0542 -2.8757 -2.2190
O: -1.7718 7.0630 3.2351
O: 3.7266 -1.8108 -3.2406
O: -7.7112 -3.0175 4.1424
O: -1.6689 -1.1767 1.9679
O: -5.6573 -2.1132 4.2324
O: -1.9979 5.9536 1.3533
O: -0.9088 -2.2416 0.1802
C: 1.1977 -5.3688 1.5908
C: 0.2370 -2.0859 -0.6609
C: -1.3576 6.2212 2.5107
C: 1.6589 -0.7359 -3.3347
C: -0.9793 -1.1673 0.9945
C: -6.2947 -3.0483 2.1491
C: 5.3506 -0.7746 -0.3492
C: 0.0012 4.7354 1.2017
C: -1.4283 4.8484 0.6619
C: 2.4877 -0.2191 -4.4597
C: -6.6725 -2.7560 3.6147
C: 3.9113 -0.6537 -4.0672
C: -0.0215 5.4953 2.5278
C: -4.8333 -2.6536 2.0651
C: -4.5988 -1.8078 3.3144
C: -0.0303 -0.0642 0.5683
C: 0.4977 -0.6191 -0.7843
C: 2.4379 -1.9255 -2.8313
C: 1.8348 3.7620 -2.9568
H: -6.9193 -2.4276 1.5089
H: 4.3840 0.1283 -3.4735
H: 1.6058 0.0153 -2.5361
H: 0.7599 0.0445 1.3074
H: 0.7963 6.2120 2.5902
H: 1.0772 -2.6536 -0.2468
H: 0.6177 -1.0008 -3.5071
H: 2.5108 0.8628 -4.6134
H: 2.1251 -0.5970 -5.4203
H: 1.0624 -6.3166 2.0904
H: 4.5099 -0.8811 -4.9459
H: -3.6606 -2.0872 3.7901
H: 1.3771 3.5890 -3.9199
H: 0.1273 4.8468 3.3891
H: 0.1221 -2.5764 -1.6322
H: -4.1628 -3.5145 2.0734
H: -1.5594 5.0104 -0.4061
H: -4.5329 -2.1077 1.1712
H: -1.9890 3.9407 0.9126
H: 0.1926 3.6707 1.3672
H: -6.4758 -4.1059 1.9794
H: 0.7473 5.0039 0.4548
H: 1.5631 -0.4265 -0.9228
H: -4.5575 -0.7364 3.1197
H: -0.5917 0.8559 0.4256
H: 0.0335 -0.0743 -1.6058
H: 5.5256 -1.4191 -1.1991



Q: maximum force of number 3 (C19H27Br9O8)?
A: 2.02 eV/Å